# 1
ORCA calculation (ωB97M-V/def2-TZVPD) on an isolated ion of composition C3H7N and charge +1 at a distorted geometry.

Each line ends with the Mulliken spin population.
Element x y z (Å)
N (1.45516, 0.75440, 0.30282)  0.07
C (0.81304, -0.29497, -0.48390)  0.04
C (-1.59303, 0.15043, 0.34707)  0.41
C (-0.61947, -0.63012, -0.20741)  0.31
H (1.73678, 0.40625, 1.21253)  0.00
H (0.81632, 1.53484, 0.38645)  0.00
H (1.28086, -1.29146, -0.40355)  0.04
H (1.03235, -0.03281, -1.51038)  0.01
H (-2.61549, 0.09830, -0.01017)  0.04
H (-1.37649, 0.84176, 1.14530)  0.04
H (-0.93002, -1.53662, -0.77878)  0.04

Output
ΔE to the lowest compared entry with this formula, charge and spin = 60.6 kcal per mole
LUMO (alpha / beta) = -5.704 / -9.215 eV
2S+1 = 2
total charge = +1
⟨S²⟩ = 0.7573

***

# 2
ORCA calculation (ωB97M-V/def2-TZVPD) on the molecule C5H9N at a distorted geometry.

Each line ends with the Löwdin charge.
Element x y z (Å)
C (-0.23536, 2.27462, -0.24818)  -0.04
N (-0.16353, 1.21753, 0.42328)  0.04
C (-0.72346, -0.02252, 0.01868)  -0.39
C (-2.01388, -0.26582, 0.23629)  0.04
C (0.28483, -1.10136, -0.22396)  -0.22
C (1.73942, -0.85442, 0.17659)  -0.11
H (0.28476, 3.14175, 0.15792)  0.06
H (-0.60156, 2.54849, -1.23923)  0.08
H (-2.30724, -1.29878, 0.38628)  0.06
H (-2.82778, 0.44217, 0.28801)  0.05
H (0.03578, -1.96175, 0.38034)  0.10
H (0.16765, -1.54857, -1.21058)  0.11
H (1.86699, -0.79938, 1.25677)  0.07
H (2.28395, -1.76475, -0.08500)  0.07
H (2.20941, -0.00721, -0.31719)  0.06

Output
ΔE to the lowest compared entry with this formula, charge and spin = 43.9 kcal per mole
LUMO = 1.087 eV
structure (SMILES) = C=NC(=C)CC

***

# 3
ORCA calculation (ωB97M-V/def2-TZVPD) on C43H54Ge2N3P2RhSe as an isolated structure at a distorted geometry.

Each line ends with the Löwdin charge.
Element x y z (Å)
Rh (-0.66548, -0.27970, -0.01580)  0.55
N (0.52517, 0.26550, 2.69081)  -0.34
P (-0.41297, 1.33312, 1.79865)  0.90
C (0.70463, 2.65888, 1.25213)  -0.35
C (1.90226, 2.91744, 1.91714)  -0.08
C (2.72718, 3.94973, 1.49053)  -0.06
C (2.35379, 4.73599, 0.40878)  -0.06
C (1.15488, 4.49282, -0.24999)  -0.07
C (0.33676, 3.45183, 0.16698)  -0.11
C (-1.56175, 2.10621, 2.93308)  -0.34
C (-2.60101, 2.85448, 2.37746)  -0.09
C (-3.46723, 3.55621, 3.20030)  -0.06
C (-3.30518, 3.50307, 4.57920)  -0.05
C (-2.28079, 2.75114, 5.13486)  -0.06
C (-1.40779, 2.04846, 4.31506)  -0.07
P (1.15401, -0.91741, 1.63697)  0.93
C (0.84479, -2.50789, 2.42418)  -0.38
C (-0.25892, -2.69674, 3.25168)  -0.11
C (-0.52136, -3.94769, 3.79251)  -0.05
C (0.30530, -5.02214, 3.48870)  -0.05
C (1.40447, -4.84205, 2.65910)  -0.05
C (1.67910, -3.58644, 2.13429)  -0.08
C (2.93035, -0.65680, 1.87354)  -0.35
C (3.41542, -0.84150, 3.17209)  -0.08
C (4.74385, -0.57743, 3.45719)  -0.05
C (5.59974, -0.13896, 2.45043)  -0.05
C (5.12582, 0.04076, 1.16150)  -0.05
C (3.78957, -0.21410, 0.87212)  -0.11
H (0.49020, 0.13040, 3.69159)  0.07
H (2.19897, 2.30543, 2.76124)  0.10
H (3.65921, 4.14388, 2.00677)  0.11
H (2.99618, 5.54308, 0.08186)  0.11
H (0.85865, 5.11536, -1.08525)  0.11
H (-0.59833, 3.26878, -0.35067)  0.08
H (-2.72817, 2.89836, 1.30007)  0.09
H (-4.26663, 4.14478, 2.76934)  0.11
H (-3.97922, 4.05227, 5.22303)  0.12
H (-2.15547, 2.71382, 6.20877)  0.12
H (-0.60839, 1.48164, 4.77608)  0.10
H (-0.90843, -1.86319, 3.49193)  0.08
H (-1.36768, -4.08428, 4.45330)  0.11
H (0.10091, -5.99753, 3.91067)  0.12
H (2.05532, -5.67574, 2.42919)  0.12
H (2.56128, -3.44849, 1.51885)  0.11
H (2.76513, -1.20662, 3.96005)  0.11
H (5.11658, -0.72336, 4.46287)  0.12
H (6.63885, 0.06147, 2.67820)  0.12
H (5.79150, 0.38144, 0.37858)  0.11
H (3.42416, -0.03568, -0.12484)  0.02
C (-4.59902, -0.90783, 2.13566)  -0.01
C (-5.50307, -0.25300, 1.31776)  -0.01
C (-5.02738, 0.47260, 0.24019)  0.01
C (-3.66319, 0.51571, 0.00790)  -0.25
N (-2.79225, -0.13636, 0.77750)  0.01
C (-3.25521, -0.82923, 1.82382)  -0.11
C (-3.06193, 1.28379, -1.11568)  -0.21
C (-3.76948, 2.25247, -1.80587)  0.02
C (-3.15519, 2.92602, -2.84905)  -0.01
C (-1.84385, 2.61974, -3.16006)  -0.01
C (-1.19044, 1.67053, -2.39875)  -0.15
N (-1.77930, 1.00888, -1.39441)  0.02
H (-4.92308, -1.48059, 2.99337)  0.12
H (-6.56636, -0.30980, 1.51034)  0.13
H (-5.71652, 0.97609, -0.42214)  0.12
H (-2.51592, -1.33042, 2.43232)  0.09
H (-4.78385, 2.49329, -1.52382)  0.12
H (-3.69262, 3.68705, -3.39920)  0.13
H (-1.31781, 3.11664, -3.96370)  0.12
H (-0.15269, 1.45658, -2.58322)  0.03
C (-3.92177, -2.32655, -1.68922)  -0.20
Ge (-2.06574, -2.88331, -1.77117)  0.73
C (-1.95628, -4.81589, -1.64835)  -0.21
C (-1.28558, -2.28403, -3.43015)  -0.21
C (-1.05870, -2.26980, -0.19180)  -0.39
H (-4.50770, -2.95132, -2.36542)  0.04
H (-4.04867, -1.29004, -2.00099)  0.01
H (-4.32448, -2.45000, -0.68136)  0.02
H (-2.50630, -5.27286, -2.47374)  0.03
H (-2.38974, -5.16935, -0.71162)  0.03
H (-0.91844, -5.14889, -1.70014)  0.02
H (-1.89973, -2.62948, -4.26356)  0.04
H (-0.28591, -2.69908, -3.55778)  0.01
H (-1.22896, -1.19658, -3.47037)  -0.01
H (-0.10272, -2.79181, -0.14766)  -0.03
H (-1.61697, -2.50639, 0.71541)  0.00
C (4.47143, 0.29505, -3.28857)  -0.21
Ge (2.88564, 0.66254, -4.34427)  0.74
C (3.10882, 0.09014, -6.17321)  -0.20
C (2.33884, 2.51585, -4.16104)  -0.20
C (1.35487, -0.34102, -3.60151)  -0.54
Se (1.40252, -0.28683, -1.64873)  0.94
C (2.20820, -2.05169, -1.47966)  -0.30
H (5.28532, 0.93554, -3.63235)  0.04
H (4.79235, -0.74108, -3.41046)  0.03
H (4.30554, 0.50412, -2.23058)  -0.01
H (3.92069, 0.65240, -6.63697)  0.03
H (2.20335, 0.25450, -6.75783)  0.03
H (3.36616, -0.96898, -6.20698)  0.03
H (3.14881, 3.19846, -4.42072)  0.03
H (2.04734, 2.72101, -3.12582)  0.01
H (1.49501, 2.72667, -4.82215)  0.02
H (1.31132, -1.38205, -3.91008)  0.02
H (0.43677, 0.13539, -3.94106)  0.01
H (3.13812, -2.04970, -2.04357)  0.04
H (1.52129, -2.79534, -1.87589)  0.04
H (2.42520, -2.26432, -0.43869)  0.00

Output
ΔE to the lowest compared entry with this formula, charge and spin = 12.4 kcal per mole
LUMO (alpha / beta) = -6.098 / -6.096 eV
total charge = +2

***

Copy entry 2 word for word.
ORCA calculation (ωB97M-V/def2-TZVPD) on the molecule C5H9N at a distorted geometry.

Each line ends with the Löwdin charge.
Element x y z (Å)
C (-0.23536, 2.27462, -0.24818)  -0.04
N (-0.16353, 1.21753, 0.42328)  0.04
C (-0.72346, -0.02252, 0.01868)  -0.39
C (-2.01388, -0.26582, 0.23629)  0.04
C (0.28483, -1.10136, -0.22396)  -0.22
C (1.73942, -0.85442, 0.17659)  -0.11
H (0.28476, 3.14175, 0.15792)  0.06
H (-0.60156, 2.54849, -1.23923)  0.08
H (-2.30724, -1.29878, 0.38628)  0.06
H (-2.82778, 0.44217, 0.28801)  0.05
H (0.03578, -1.96175, 0.38034)  0.10
H (0.16765, -1.54857, -1.21058)  0.11
H (1.86699, -0.79938, 1.25677)  0.07
H (2.28395, -1.76475, -0.08500)  0.07
H (2.20941, -0.00721, -0.31719)  0.06

Output
ΔE to the lowest compared entry with this formula, charge and spin = 43.9 kcal per mole
LUMO = 1.087 eV
structure (SMILES) = C=NC(=C)CC